Entry from the OMol25 dataset: C18H25As2FIrNO as an isolated structure at a distorted geometry (ωB97M-V with the def2-TZVPD basis set).

Values from the calculation:
ΔE to the lowest compared entry with this formula, charge and spin = 20.3 kJ/mol
LUMO energy (alpha / beta) = -9.72 / -13.62 eV
2S+1 = 6
Net charge = +3
Highest occupied orbital energy (alpha / beta) = -16.440 / -18.457 eV

XYZ file:
```
49
C18H25As2FIrNO (ωB97M-V with the def2-TZVPD basis set)
H -2.89680 2.04930 1.76742
C 0.02467 -3.30623 2.06830
H 2.14440 3.11754 -1.10691
O 0.80821 2.25105 1.02237
C -0.25825 -0.56168 -2.78949
C -2.35000 1.18694 2.10304
C -3.35842 0.11353 -0.64789
As 1.24507 -0.86209 0.81960
H 0.35779 2.17370 -5.53932
H -1.08489 -1.77506 -4.44102
N 1.82021 4.13197 1.82323
C -2.59058 -2.42708 1.49652
H 1.28787 4.05946 2.66725
H -3.86737 1.02388 -0.39302
H 0.92012 2.63166 -3.20422
H -3.58540 -2.01665 1.44706
C -0.58591 -0.84179 -4.11636
C 2.04004 -0.69312 2.66282
F -1.08489 0.07179 -6.26687
H 3.50389 -0.80919 -0.11496
H -0.34947 -1.37770 -2.06730
C 2.71642 3.20418 -0.17577
H -1.45620 1.60273 2.59658
C 2.84346 -1.66060 0.09078
H 1.04361 -3.50737 2.35838
H 3.29910 4.14215 -0.15625
C -0.21675 -2.07315 1.36596
H 1.89007 0.40343 2.94184
H 3.33930 -2.40190 0.73214
H -3.21894 -4.32430 2.22837
C -1.48906 -1.60048 1.25080
As -1.74941 0.21449 0.46768
H 2.43500 -2.06542 -0.89924
H -0.83726 -5.11153 2.79009
H -2.91660 0.49476 2.75347
C 1.66241 3.17410 0.89034
C -0.46099 0.21219 -5.01568
H -3.95524 -0.75591 -0.38738
H 1.45131 -1.33865 3.32087
C -1.04347 -4.17190 2.27487
C 0.26034 0.68924 -2.40860
C 0.53615 1.62791 -3.43227
H 3.39074 2.29687 -0.18701
H -3.10591 0.12454 -1.71008
Ir 0.28411 0.91062 -0.31418
H 3.12670 -0.91983 2.69987
C -2.36710 -3.72389 2.01004
H 2.16878 5.02429 1.49967
C 0.22914 1.39319 -4.77553
```

Atomic partial charges in e from the Löwdin method, atoms 1 to 5: 0.038 0.023 0.065 -0.256 -0.126



Entry from the OMol25 dataset: an isolated ion of composition C4H9N2OS and charge +1 at a distorted geometry (ωB97M-V with the def2-TZVPD basis set).

Values from the calculation:
ΔE to the lowest compared entry with this formula, charge and spin = 474.3 kJ/mol
LUMO energy (alpha / beta) = -6.46 / -6.46 eV
2S+1 = 1
Net charge = +1
Highest occupied orbital energy (alpha / beta) = -12.926 / -12.926 eV

XYZ file:
```
17
C4H9N2OS (ωB97M-V with the def2-TZVPD basis set)
N -0.41826 -1.44096 -1.53115
H -2.07872 2.03553 -0.64256
H 4.42009 0.31900 0.79192
S 3.23351 0.72022 0.15806
O 0.47701 -1.81547 1.06923
C -0.04740 -0.25975 -0.76703
H -1.86457 -0.37591 0.31372
H 1.17664 -2.29940 1.49853
H -0.38671 2.36294 0.08141
H 0.32283 -1.59251 -2.14171
C -1.11588 0.37975 0.04133
H 0.50003 0.39523 -1.47850
H -0.73980 -2.17434 -0.95195
N 2.18063 -0.43304 0.61750
H -1.77221 2.23583 1.13659
C -1.25668 1.85392 0.21593
C 1.07018 -0.81017 0.39814
```

Atomic partial charges in e from the Löwdin method, atoms 1 to 5: 0.091 0.197 -0.074 0.812 0.089



Entry from the OMol25 dataset: a 2-piece molecular cluster, C5H11O3 overall at a distorted geometry (ωB97M-V with the def2-TZVPD basis set).

Values from the calculation:
ΔE to the lowest compared entry with this formula, charge and spin = 249.0 kJ/mol
LUMO energy = 3.87 eV
2S+1 = 1
Net charge = -1
Highest occupied orbital energy = -2.519 eV

XYZ file:
```
19
C5H11O3 (ωB97M-V with the def2-TZVPD basis set)
H 0.63853 -0.00463 -1.82293
C 0.77673 1.57158 0.27165
C 0.65002 0.19181 1.07271
O -2.85898 -0.83381 0.48633
H -0.34932 2.64400 -1.39054
C -0.16750 1.64717 -0.96079
H -2.65368 -1.74300 0.16554
C 1.04096 -0.98566 0.28235
H 1.29880 0.24509 1.97146
H 1.79760 1.51875 -0.10463
H -1.97266 -0.44118 0.48579
H -0.67291 -2.35594 0.59289
O 0.67803 -3.13784 -0.58461
O 0.28730 0.87285 -2.04034
H -0.41314 0.22615 1.35236
H -1.16454 1.27014 -0.71933
H 0.75006 2.39998 0.97914
H 2.01931 -0.92952 -0.18878
C 0.31536 -2.15596 0.15173
```

Atomic partial charges in e from the Löwdin method, atoms 1 to 5: 0.069 -0.179 -0.266 -0.096 0.105



Entry from the OMol25 dataset: C39H55BN9STeW as an isolated structure at a distorted geometry (ωB97M-V with the def2-TZVPD basis set).

Values from the calculation:
LUMO energy (alpha / beta) = 2.06 / 2.05 eV
2S+1 = 3
Net charge = -1
Highest occupied orbital energy (alpha / beta) = -2.795 / -2.817 eV

XYZ file:
```
107
C39H55BN9STeW (ωB97M-V with the def2-TZVPD basis set)
H 3.15072 -5.84163 1.61410
H -1.14803 -0.46163 4.86679
C 1.92232 -3.16698 -2.98525
C 1.41012 4.00328 1.97610
H 0.44792 3.93179 3.95376
H -2.81841 -1.06465 -4.63182
H -0.46545 2.63193 -4.48109
H -3.22911 4.45691 1.53113
H -4.18124 4.40798 -2.33804
C -2.23528 -0.31681 -5.21251
C -0.88257 1.79614 -5.08417
N -1.03939 2.32826 -0.41193
C 5.75941 -5.66395 0.91579
S 4.70593 1.94409 -1.20036
H 2.79611 -3.69557 -3.39073
H -4.02611 -1.90848 1.89907
C 5.44690 -3.31487 1.52115
C -2.83186 4.19654 -0.62470
H -2.53447 -4.01180 3.37938
C -1.52982 3.56727 -0.17815
H -4.25348 0.06630 -1.41799
H 3.26510 4.18865 3.09851
C -0.72843 0.09525 -3.29987
C 2.72969 3.40840 2.52207
H -6.57486 -0.28425 -0.54034
H -2.95857 0.11962 -5.92656
H 0.20001 -1.32618 4.05724
H 1.67603 -3.90088 2.18177
C -3.47204 3.66314 -1.88039
H -4.64045 4.71320 0.48362
H 2.89396 -1.26034 -3.39392
H -3.84377 -2.43339 -1.91652
H 1.15499 5.51299 3.64118
H 6.51089 -3.18537 1.27510
H -1.46059 -0.82660 -5.80472
H -0.34211 5.05758 2.78573
C -1.75814 -1.86453 3.36164
C 3.55514 -4.81582 1.65510
N -1.29146 -0.30751 1.21617
H 5.16545 -1.32026 2.28426
H 2.28306 1.92748 -1.49136
C 4.66442 -2.26249 1.99259
C -4.66161 -2.11954 -1.28300
C -0.83028 -1.39957 4.42733
H -5.62039 0.55183 0.69113
H 0.03946 1.34144 -5.50942
C -1.67294 0.75644 -4.26806
H 2.71205 -0.57596 3.12474
C 0.56290 -2.01510 0.32769
N -2.11440 0.00073 0.10675
C 0.61651 4.63160 3.13036
H -5.90857 -1.20701 0.82983
C 0.41137 3.35226 0.97650
C -5.71811 -0.37246 0.11871
H 6.21320 1.05653 0.54122
C 3.40044 -1.82597 -1.42383
N 0.45555 -3.14112 -0.04560
H -2.70428 3.49284 -2.64374
C 1.11834 -0.87465 -2.43633
H 1.50372 -3.75001 -2.13496
C 0.35136 -0.68805 -3.62148
H 3.05897 -2.40105 -0.56528
C 4.09077 0.74007 0.97647
H -2.59302 5.26332 -0.83305
H 1.77672 4.87798 1.40646
H 4.24959 -2.41317 -1.91265
C -1.64827 -3.41103 3.10541
C 2.74256 -3.73093 2.01091
C 5.17433 1.15560 0.28892
H -0.83598 -2.13295 5.27027
N 0.54352 -0.15168 -1.46571
H -4.75103 -2.86193 -0.47000
C -3.29095 -0.68192 0.23538
H -2.48283 1.23958 -3.71701
H -5.58137 -2.09075 -1.87468
Te 0.24217 1.27857 2.93824
H 4.10980 0.38040 2.01292
B -1.69401 1.00138 -0.99686
H 2.61475 2.53668 3.18973
H 0.60178 -1.15362 -4.59650
C -3.20389 -1.36974 1.42705
C 4.89116 -4.59149 1.30544
C -1.98132 -1.16500 2.01847
H -0.80860 -3.85553 3.66219
H 1.46402 -1.79983 2.80631
C -0.60068 4.23796 0.59313
H -1.35881 -3.57516 2.08072
H -4.01593 3.04467 0.80233
H 1.17688 -3.07989 -3.80402
W 1.00833 0.04680 0.74545
C -4.45261 -0.71304 -0.67239
H -0.62245 5.27793 0.86294
C 3.26503 -2.39858 2.09842
H -4.08752 2.76657 -1.64554
H -1.48730 2.23415 -5.88297
N -0.62969 0.41898 -2.00105
H -2.63982 1.31200 -1.64541
C 3.07170 1.67928 -0.77730
N 0.15437 2.17136 0.34758
N 6.45570 -6.52474 0.53385
C 2.36722 -1.74329 -2.52436
H 3.88737 -0.88536 -1.14908
C 2.34138 -1.31928 2.39379
H 3.40853 3.08541 1.73389
H -2.72040 -1.70064 3.84216
C -3.72414 4.09133 0.62129
N 2.86711 0.91355 0.31448
```

Atomic partial charges in e from the Löwdin method, atoms 1 to 5: 0.119 0.022 -0.068 -0.427 0.014



Entry from the OMol25 dataset: an isolated molecule of C5H7NO (ωB97M-V with the def2-TZVPD basis set).

Values from the calculation:
ΔE to the lowest compared entry with this formula, charge and spin = 195.5 kJ/mol
LUMO energy = 0.96 eV
2S+1 = 1
SMILES = C[C@]12N[C@H]1CC2=O
Net charge = 0
Highest occupied orbital energy = -9.370 eV

XYZ file:
```
14
C5H7NO (ωB97M-V with the def2-TZVPD basis set)
H 0.34207 0.18468 2.02187
N 0.53767 -0.51867 1.31413
C -0.62139 -0.90882 0.55834
C -0.57589 0.98737 -0.28402
H -1.96587 0.67890 1.46292
H 1.31577 -0.22149 -2.04387
C 0.48279 -0.05500 -0.06799
C -1.65708 0.24383 0.50297
H -2.54050 0.08940 -0.12872
H 2.22377 0.76445 -0.90584
O -0.64230 1.88115 -1.08718
H 2.30482 -1.00121 -0.77190
C 1.64731 -0.16268 -1.00318
H -0.85117 -1.96193 0.43247
```

Atomic partial charges in e from the Löwdin method, atoms 1 to 5: 0.107 0.098 -0.185 -0.357 0.114



Entry from the OMol25 dataset: an isolated molecule of C4H3N3O3S at a distorted geometry (ωB97M-V with the def2-TZVPD basis set).

Values from the calculation:
ΔE to the lowest compared entry with this formula, charge and spin = 124.4 kJ/mol
LUMO energy = -0.44 eV
2S+1 = 1
SMILES = NC#C/C=N\S(=O)(=O)N=C=O
Net charge = 0
Highest occupied orbital energy = -9.819 eV

XYZ file:
```
14
C4H3N3O3S (ωB97M-V with the def2-TZVPD basis set)
O 0.61785 -1.86778 -0.09819
H -0.94690 0.79593 3.28699
H 0.46082 -0.08277 2.79623
O 1.63723 2.21431 0.03717
O 1.37169 -1.93157 -2.43239
N -0.74610 -0.70025 -1.93458
N -0.34111 0.47712 2.54871
C -0.78810 0.36723 1.33209
N 1.55953 0.20097 -1.15742
C -1.14668 0.28956 0.17059
C -1.48474 -0.02882 -1.12837
H -2.44227 0.31370 -1.51523
S 0.70583 -1.25332 -1.38726
C 1.54295 1.20569 -0.51835
```

Atomic partial charges in e from the Löwdin method, atoms 1 to 5: -0.280 0.120 0.126 0.184 -0.262